ORCA calculation (wB97M-V/def2-TZVPD) on an isolated molecule of C3H2N4O.

Last column: Löwdin charge in e.
Positions of all 10 atoms, in Å:
O1 2.294 -0.363 0.793  0.157
N1 0.822 -1.535 -0.640  0.108
N2 -1.289 -1.030 0.347  0.068
N3 -0.329 -1.879 -0.334  0.016
N4 0.914 0.805 -0.736  0.161
C1 -1.190 0.244 0.365  -0.140
C2 1.502 -0.339 -0.094  -0.482
C3 -0.233 1.121 -0.298  -0.125
H1 -1.883 0.782 0.988  0.101
H2 -0.608 2.194 -0.391  0.137

Its total energy is -11147.0452 eV. As for the energy above the lowest of the compared OMol25 structures with the same formula, charge and spin: 51.4 kcal per mole. As for the SMILES: O=c1nccnnn1.